# 1
10
Properties=species:S:1:pos:R:3:mulliken_charge:R:1 method="wB97M-V/def2-TZVPD" multiplicity=1 e_homo_ev=-11.17 smiles="[H]/N=C/OCC#N" energy_ev=-8201.982 homo_lumo_gap_ev=11.91
N -0.4219 -0.3964 2.1654 -0.55
C 0.2996 0.0398 1.2333 0.08
O 0.5056 -0.7572 0.1334 -0.35
C -0.2873 -0.4712 -0.9955 -0.32
C 0.3098 0.5849 -1.8422 0.30
N 0.8301 1.3452 -2.5401 -0.37
H -0.4504 0.2520 2.9507 0.26
H 0.8432 0.9949 1.1966 0.41
H -1.3132 -0.2046 -0.7080 0.30
H -0.3156 -1.3873 -1.5936 0.24

***

# 2
10
Properties=species:S:1:pos:R:3:mulliken_charge:R:1 method="wB97M-V/def2-TZVPD" multiplicity=1 e_homo_ev=-9.01 smiles=Oc1ccn[nH]1 energy_ev=-8202.561 homo_lumo_gap_ev=9.66
O 1.3353 -1.5547 0.3077 -0.54
C 0.4044 -0.5877 0.1137 0.39
C -0.0390 0.4362 0.9186 -0.43
C -0.6903 1.2980 0.0081 -0.32
N -0.7447 0.7994 -1.2175 -0.76
N -0.0902 -0.3743 -1.1222 0.29
H 2.0686 -1.0936 0.7394 0.34
H 0.0327 0.5001 1.9963 0.36
H -1.0449 2.3037 0.1916 0.43
H 0.0081 -0.9895 -1.9141 0.24

***

# 3
10
Properties=species:S:1:pos:R:3:mulliken_charge:R:1 method="wB97M-V/def2-TZVPD" multiplicity=1 e_homo_ev=-9.25 smiles=Nc1ccon1 energy_ev=-8199.393 homo_lumo_gap_ev=10.15
N -1.8438 0.0136 -0.1732 -0.59
C -0.5281 -0.3426 -0.3689 0.46
N 0.0675 -1.4957 -0.3197 -0.45
O 1.4129 -1.1605 0.0026 -0.15
C 1.5090 0.1496 0.1961 -0.35
C 0.3514 0.7777 -0.0597 -0.41
H -1.1763 0.5522 0.6524 0.36
H -2.4540 -0.8211 -0.0890 0.27
H 2.4824 0.5215 0.4736 0.42
H 0.1715 1.8187 -0.3034 0.43

***

# 4
10
Properties=species:S:1:pos:R:3:mulliken_charge:R:1 method="wB97M-V/def2-TZVPD" multiplicity=1 e_homo_ev=-8.71 smiles="[H]/N=C/OC=C=N" energy_ev=-8201.247 homo_lumo_gap_ev=9.62
N 2.0886 0.1883 -0.4976 -0.59
C 1.5400 -0.5845 0.3361 0.13
O 0.2083 -0.6783 0.5069 -0.33
C -0.5921 0.0570 -0.3589 -0.40
C -1.8587 0.2344 -0.0665 0.51
N -3.0691 0.3453 0.1281 -0.56
H 3.0985 0.0741 -0.4683 0.24
H 2.0268 -1.2859 1.0192 0.37
H -0.1337 0.4598 -1.2525 0.35
H -3.3086 1.1898 0.6536 0.28

***

# 5
10
Properties=species:S:1:pos:R:3:mulliken_charge:R:1 method="wB97M-V/def2-TZVPD" multiplicity=1 e_homo_ev=-10.58 smiles="N#CCNC=O" energy_ev=-8202.001 homo_lumo_gap_ev=10.49
O 1.4382 1.1140 -1.1585 -0.53
C 0.3529 1.3870 -0.6981 0.06
N -0.3223 0.6506 0.2407 -0.17
C 0.0905 -0.6418 0.6844 -0.25
C -0.8130 -1.7242 0.1315 0.11
N -0.4886 -2.4234 -0.7276 -0.32
H -0.2048 2.3006 -0.9728 0.33
H -1.2622 0.9132 0.4753 0.24
H 1.0984 -0.8087 0.2697 0.27
H 0.1109 -0.7674 1.7554 0.26

***

# 6
10
Properties=species:S:1:pos:R:3:mulliken_charge:R:1 method="wB97M-V/def2-TZVPD" multiplicity=1 e_homo_ev=-10.25 smiles="C=NOCC#N" energy_ev=-8198.781 homo_lumo_gap_ev=11.13
C 1.8604 -0.6828 -0.1114 -0.33
C -1.0207 0.9406 0.1544 0.04
C -1.8024 -0.2600 -0.1552 0.18
H 2.3443 -0.6673 -1.0126 0.32
H 2.2169 -1.5443 0.6191 0.19
H -1.2143 1.9774 -0.1823 0.26
H -0.7158 0.8124 1.2854 0.22
N 0.7665 -0.1140 0.1561 -0.41
N -2.5023 -1.1266 -0.1861 -0.34
O 0.0675 0.6645 -0.5675 -0.13

***

# 7
10
Properties=species:S:1:pos:R:3:mulliken_charge:R:1 method="wB97M-V/def2-TZVPD" multiplicity=1 e_homo_ev="-9.53 / -9.53" energy_ev=-8199.553 homo_lumo_gap_ev="7.89 / 7.89"
O -1.2899 1.7395 0.0891 -0.48
C -0.5595 0.8144 0.2961 0.59
C -0.8232 -0.6450 0.5872 -0.21
N 0.2664 -1.2413 0.8870 -0.26
C 1.3528 -0.4153 0.3947 -0.34
N 0.8681 0.8358 0.3532 0.02
H -1.8137 -1.0862 0.6538 0.35
H -0.0633 -0.8012 -1.7313 -0.02
H 0.6771 -0.8039 -1.6674 0.08
H 1.3768 1.5807 -0.1074 0.27

***

# 8
10
Properties=species:S:1:pos:R:3:mulliken_charge:R:1 method="wB97M-V/def2-TZVPD" multiplicity=1 e_homo_ev=-9.13 energy_ev=-8201.079 homo_lumo_gap_ev=9.89
N 1.8876 0.0054 -0.4625 -0.41
C 0.5737 0.0254 -0.1336 0.54
N -0.2934 0.9434 -0.2127 -0.57
C -1.5218 0.2758 0.2032 -0.18
C -1.2016 -1.1295 0.6267 -0.28
O 0.0844 -1.2281 0.3297 -0.17
H 2.3248 0.9058 -0.5850 0.27
H 2.4547 -0.7166 -0.0440 0.24
H -2.1118 0.8584 0.9202 0.32
H -2.1966 0.0600 -0.6420 0.23

***

# 9
10
Properties=species:S:1:pos:R:3:mulliken_charge:R:1 method="wB97M-V/def2-TZVPD" multiplicity=1 e_homo_ev=-9.44 energy_ev=-8199.623 homo_lumo_gap_ev=10.04
N 1.9114 0.3224 -0.4162 -0.59
C 1.3845 -0.5396 0.3426 0.16
O 0.0360 -0.7575 0.4079 -0.30
C -0.8017 0.0953 -0.3176 -0.27
C -2.1984 0.0165 -0.0873 0.09
N -3.3278 0.1253 0.2003 -0.44
H 2.9233 0.3360 -0.3170 0.25
H 1.8957 -1.2171 1.0333 0.37
H -0.3214 0.5091 -1.2064 0.46
H -1.5015 1.1096 0.3603 0.27

***

# 10
10
Properties=species:S:1:pos:R:3:mulliken_charge:R:1 method="wB97M-V/def2-TZVPD" multiplicity=1 e_homo_ev=-10.51 energy_ev=-8200.853 homo_lumo_gap_ev=11.37
C -1.8876 -0.0420 -0.4638 -0.87
C -0.5530 -0.0914 -0.1627 0.68
C 1.4000 -0.4273 -0.0209 -0.18
H -2.0476 0.9526 -0.8959 0.28
H -2.5692 -0.4668 0.4704 0.24
H -2.3074 -0.7946 -1.3377 0.27
H 2.1959 -1.0482 -0.1118 0.48
N 0.2086 -1.0794 -0.3953 -0.47
N 1.3381 0.6745 0.6251 -0.30
O 0.0181 0.9444 0.5189 -0.12

***

# 11
10
Properties=species:S:1:pos:R:3:mulliken_charge:R:1 method="wB97M-V/def2-TZVPD" multiplicity=1 e_homo_ev=-8.37 energy_ev=-8200.104 homo_lumo_gap_ev=8.52
N -1.2986 0.1274 -0.9391 -0.17
C -0.1062 0.0002 -0.1119 0.45
C -0.4185 -0.3225 1.1730 -1.15
O 0.8689 -0.3442 1.7134 -0.09
C 1.7390 -0.0430 0.7317 0.09
N 1.2140 0.1865 -0.4332 -0.61
H -1.3864 -0.5442 -1.7081 0.35
H -1.4828 1.0663 -1.3055 0.35
H -1.9157 -0.1103 -0.1170 0.39
H 2.7863 -0.0162 0.9968 0.40

***

# 12
10
Properties=species:S:1:pos:R:3:mulliken_charge:R:1 method="wB97M-V/def2-TZVPD" multiplicity=1 e_homo_ev=-9.48 smiles=Oc1ccn[nH]1 energy_ev=-8201.503 homo_lumo_gap_ev=10.05
O -2.0161 0.1459 0.3359 -0.51
C -0.6999 -0.0052 0.0735 0.30
C 0.3401 0.8566 0.0658 -0.45
C 1.4627 -0.0039 -0.1100 -0.19
N 1.1294 -1.2470 -0.3454 -0.55
N -0.2657 -1.2932 -0.2354 -0.12
H -2.0277 0.5069 1.2308 0.37
H 0.3087 1.9258 0.1704 0.40
H 2.5020 0.2943 -0.0360 0.42
H -0.7335 -1.1802 -1.1497 0.33

***

# 13
10
Properties=species:S:1:pos:R:3:mulliken_charge:R:1 method="wB97M-V/def2-TZVPD" multiplicity=1 e_homo_ev=-9.57 smiles="O[C@H]1C=CN=N1" energy_ev=-8201.150 homo_lumo_gap_ev=9.51
O -2.0116 0.1553 0.3263 -0.47
C -0.7504 -0.1356 -0.1605 0.37
C 0.3934 0.8217 -0.0568 -0.22
C 1.4752 0.0413 -0.0682 -0.48
N 1.1042 -1.3423 -0.0047 -0.27
N -0.1402 -1.4605 0.0836 -0.25
H -2.0405 0.0804 1.2863 0.33
H 0.3288 1.9031 -0.0490 0.35
H 2.5280 0.2867 -0.1252 0.43
H -0.8870 -0.3501 -1.2318 0.19

***

# 14
10
Properties=species:S:1:pos:R:3:mulliken_charge:R:1 method="wB97M-V/def2-TZVPD" multiplicity=1 e_homo_ev=-9.51 energy_ev=-8198.929 homo_lumo_gap_ev=10.03
N 1.7491 0.3380 -0.0036 -0.55
C 1.1778 -0.6341 0.7389 -0.28
O -0.1317 -0.7661 0.5376 -0.05
C -0.8085 0.2227 -0.2554 -0.26
C -2.2463 0.0603 -0.0236 0.19
N -3.3851 -0.0377 0.1445 -0.36
H 2.7148 0.4408 0.3196 0.36
H 2.0037 -0.9383 -0.1655 0.38
H -0.5801 0.0829 -1.3162 0.28
H -0.4938 1.2315 0.0237 0.29

***

# 15
10
Properties=species:S:1:pos:R:3:mulliken_charge:R:1 method="wB97M-V/def2-TZVPD" multiplicity=1 e_homo_ev="-7.46 / -7.85" energy_ev=-8198.560 homo_lumo_gap_ev="7.97 / 7.69"
C -1.0776 0.2806 -1.4865 -0.78
C -0.7758 0.5848 -0.1963 -0.13
C 0.5533 0.9119 0.1661 0.38
N 1.3691 -1.5934 1.6387 -0.23
N 0.2350 -1.5608 1.3103 -0.11
O 1.6022 0.6808 0.6511 -0.47
H -2.1076 0.1346 -1.8965 0.28
H -0.3054 0.4925 -2.2295 0.27
H -1.3814 0.8097 0.6071 0.42
H 1.8882 -0.7406 1.4355 0.37

***

# 16
10
Properties=species:S:1:pos:R:3:mulliken_charge:R:1 method="wB97M-V/def2-TZVPD" multiplicity=1 e_homo_ev=-8.92 smiles=Nc1cnco1 energy_ev=-8202.982 homo_lumo_gap_ev=9.78
N 0.0819 1.5717 -0.9452 -0.62
C 0.0408 0.3165 -0.3426 0.48
C -0.3823 -0.9198 -0.6971 -0.38
N -0.2685 -1.7736 0.3928 -0.52
C 0.2482 -1.0413 1.3160 0.05
O 0.4765 0.2371 0.9624 -0.34
H 0.8140 2.1261 -0.5160 0.30
H -0.7894 2.0828 -0.8427 0.26
H -0.7312 -1.2803 -1.6536 0.39
H 0.5099 -1.3191 2.3260 0.38

***

# 17
10
Properties=species:S:1:pos:R:3:mulliken_charge:R:1 method="wB97M-V/def2-TZVPD" multiplicity=1 e_homo_ev="-8.68 / -8.68" smiles="NC=C=CN=O" energy_ev=-8198.986 homo_lumo_gap_ev="8.28 / 8.28"
N -1.6285 -1.2056 0.1594 -0.49
C -0.8152 -0.2425 -0.4119 0.03
C 0.4801 -0.1012 -0.5760 0.11
C 1.6016 0.5789 -0.4850 -0.44
N 1.8348 1.4038 0.6918 -0.03
O 1.0705 1.1942 1.6042 -0.31
H -2.4518 -0.8424 0.6244 0.23
H -1.1719 -1.9256 0.6988 0.24
H -1.2963 0.4807 -1.0657 0.30
H 2.3767 0.6596 -1.2399 0.38

***

# 18
10
Properties=species:S:1:pos:R:3:mulliken_charge:R:1 method="wB97M-V/def2-TZVPD" multiplicity=1 e_homo_ev=-10.10 smiles=Nc1ccon1 energy_ev=-8201.640 homo_lumo_gap_ev=11.02
N -1.8849 -0.2631 -0.1011 -0.50
C -0.4618 -0.2999 -0.0127 0.41
N 0.1075 -1.4736 0.0776 -0.29
O 1.4502 -1.2558 0.1476 -0.12
C 1.7301 0.0995 0.1012 -0.31
C 0.5503 0.7780 -0.0030 -0.44
H -2.3427 0.1970 0.6789 0.26
H -2.2413 0.1160 -0.9723 0.26
H 2.8160 0.2649 0.1565 0.41
H 0.2767 1.8369 -0.0727 0.31

***

# 19
10
Properties=species:S:1:pos:R:3:mulliken_charge:R:1 method="wB97M-V/def2-TZVPD" charge=+2 multiplicity=1 e_homo_ev="-21.72 / -21.72" energy_ev=-8179.420 homo_lumo_gap_ev="7.34 / 7.34"
C -0.1409 -0.4932 -0.7402 -0.02
C 0.2352 0.4320 1.5714 0.26
C 0.0897 -0.6802 2.5163 0.35
N 0.1422 0.5445 0.2450 0.07
N -0.5645 -1.6276 -0.3923 -0.35
O -0.0211 -1.3988 3.3595 0.19
H -0.0007 -0.2239 -1.7685 0.42
H 0.3413 1.3402 2.2616 0.43
H 0.1390 1.4787 -0.0576 0.33
H -0.7751 -2.1738 -1.1982 0.34

***

# 20
11
Properties=species:S:1:pos:R:3:mulliken_charge:R:1 method="wB97M-V/def2-TZVPD" multiplicity=1 e_homo_ev=-10.30 energy_ev=-10250.143 homo_lumo_gap_ev=9.43
C -0.4478 0.2263 0.0058 0.70
C 1.9831 0.2779 -0.0141 0.03
C -1.6114 -0.7204 -0.0319 0.00
H -1.6159 1.6712 -0.0273 0.26
H 0.7966 -1.3872 -0.0890 0.23
H 1.9999 1.3708 0.0240 0.39
H -1.3859 -1.8174 -0.0881 0.27
N -0.6502 1.4814 0.0299 -0.69
N 0.7422 -0.3381 -0.1454 -0.21
O 2.9569 -0.4266 0.1770 -0.52
O -2.7675 -0.3381 0.1591 -0.46

***

Ordered energy relative to the best compared isomer or geometry (same formula, charge and spin) results: 183.6 127.8 433.5 254.5 181.8 492.5 418.1 270.8 411.3 292.6 364.8 229.9 263.9 478.2 513.8 87.1 472.7 216.7 185.5 204.7; unit kJ/mol.
Ordered molecular weight results: 84.1 84.1 84.1 84.1 84.1 84.1 84.1 84.1 84.1 84.1 84.1 84.1 84.1 84.1 84.1 84.1 84.1 84.1 84.1 100.1; unit g mol⁻¹.